{"formula": "C27H34N3RuS4", "method": "ωB97M-V/def2-TZVPD", "species": ["Ru", "C", "C", "S", "C", "C", "S", "H", "H", "H", "H", "H", "H", "S", "C", "C", "C", "C", "C", "C", "S", "H", "H", "H", "H", "N", "C", "C", "C", "C", "C", "N", "H", "H", "H", "H", "H", "H", "C", "C", "C", "C", "C", "C", "C", "C", "N", "C", "C", "C", "C", "H", "H", "H", "H", "H", "H", "H", "H", "H", "H", "H", "H", "H", "H", "H", "H", "H", "H"], "xyz": [[-0.6098, -0.0259, -1.0681], [-2.3852, 4.6346, -0.4968], [-2.1435, 3.2147, -0.9434], [-0.4879, 2.7294, -0.9185], [-3.1546, 2.4147, -1.3733], [-4.5818, 2.9025, -1.4135], [-2.9299, 0.7834, -1.9160], [-1.4928, 5.0006, 0.0061], [-3.2312, 4.7032, 0.1915], [-2.5908, 5.2787, -1.3543], [-4.9317, 3.1586, -0.4094], [-5.2175, 2.1133, -1.8123], [-4.6853, 3.7902, -2.0426], [-1.4181, -2.1684, -2.5431], [-0.6913, -1.8829, -4.0853], [-1.0873, -2.7189, -5.1304], [-0.5966, -2.5734, -6.4109], [0.2808, -1.5324, -6.6880], [0.6904, -0.6988, -5.6686], [0.2597, -0.8736, -4.3507], [0.9839, 0.1229, -3.1350], [-1.8052, -3.4995, -4.9075], [-0.9044, -3.2600, -7.1947], [0.6447, -1.3788, -7.7000], [1.3689, 0.1184, -5.8748], [-0.8022, -3.1288, 0.4720], [0.5495, -2.9634, 0.4177], [1.4066, -3.7268, 1.2215], [2.7610, -3.4642, 1.1845], [3.2323, -2.4813, 0.3244], [2.3160, -1.8111, -0.4690], [1.0095, -2.0280, -0.4180], [-1.1523, -4.0416, 0.7179], [-1.2873, -2.6654, -0.2931], [0.9994, -4.4943, 1.8670], [3.4464, -4.0379, 1.7971], [4.2864, -2.2470, 0.2709], [2.6365, -1.0950, -1.2152], [3.1189, 0.7219, 4.7361], [2.6323, 0.7812, 3.3099], [3.4370, 1.3016, 2.3070], [2.9631, 1.3197, 0.9938], [3.7910, 1.8827, -0.1267], [1.7185, 0.8181, 0.7215], [0.8169, 0.3679, 1.7191], [1.3548, 0.3334, 3.0304], [-0.4164, 0.0341, 1.3181], [-1.5313, -0.0173, 2.2366], [-1.5310, -1.2712, 3.1394], [-2.8064, -0.0879, 1.3825], [-1.6218, 1.2752, 3.0771], [4.1832, 0.9446, 4.7919], [2.9492, -0.2714, 5.1550], [2.5844, 1.4448, 5.3584], [4.4201, 1.6879, 2.5417], [4.4338, 2.6882, 0.2301], [3.1416, 2.2708, -0.9094], [4.4217, 1.1048, -0.5637], [1.3483, 0.8322, -0.3064], [0.7852, -0.0635, 3.8604], [-1.5870, -2.1548, 2.5091], [-2.3940, -1.2567, 3.8065], [-0.6317, -1.3417, 3.7426], [-2.6780, -0.8464, 0.6019], [-2.9784, 0.8731, 0.8993], [-3.6749, -0.3448, 1.9918], [-0.8443, 1.3371, 3.8332], [-2.5950, 1.3412, 3.5664], [-1.4984, 2.1251, 2.4084]], "forces_ev_per_angstrom": [[-1.57, 0.56, -1.94], [-0.04, -0.17, -0.03], [-1.05, -0.66, -0.34], [0.78, -1.76, 0.17], [0.72, 1.06, 0.52], [0.17, -0.08, -0.01], [1.91, -1.11, 0.38], [-0.01, 0.12, 0.05], [-0.07, 0.05, 0.03], [-0.05, 0.16, -0.06], [-0.12, 0.02, 0.04], [-0.14, 0.05, 0.00], [-0.07, 0.07, -0.04], [-0.06, 1.01, 1.19], [0.25, 0.15, -0.27], [-0.07, -0.11, -0.04], [-0.01, -0.05, -0.28], [0.05, -0.15, -0.34], [0.01, 0.04, 0.01], [-0.12, -0.45, -0.15], [-1.01, 0.53, 1.60], [0.00, -0.03, 0.00], [-0.03, 0.07, 0.02], [0.01, 0.01, 0.05], [0.08, 0.04, 0.01], [-0.38, -0.05, -0.10], [0.07, -0.01, -0.03], [0.18, -0.08, 0.06], [-0.20, 0.03, -0.19], [0.20, -0.12, -0.03], [0.26, -0.16, 0.03], [-0.15, 0.62, 0.24], [0.11, 0.12, -0.05], [0.08, -0.24, 0.16], [-0.05, 0.01, 0.05], [-0.01, 0.04, 0.07], [0.00, 0.05, -0.06], [-0.03, 0.15, 0.04], [-0.04, 0.05, -0.10], [0.18, 0.10, -0.02], [0.15, -0.02, 0.21], [-0.08, -0.05, 0.02], [-0.03, -0.10, 0.02], [0.15, 0.19, -0.22], [0.18, 0.09, -0.11], [-0.24, -0.18, 0.15], [-0.26, -0.19, -1.45], [-0.52, -0.04, 0.16], [0.07, 0.18, -0.11], [0.36, -0.01, 0.10], [0.02, -0.20, -0.10], [0.10, 0.01, 0.05], [0.01, -0.02, 0.08], [0.02, -0.02, 0.06], [0.16, 0.06, 0.04], [0.07, 0.03, -0.01], [0.03, 0.02, -0.10], [0.09, 0.01, -0.08], [0.37, 0.21, 0.35], [-0.06, 0.07, -0.06], [0.00, -0.06, -0.01], [-0.12, 0.03, 0.11], [0.09, -0.06, 0.09], [-0.14, 0.10, 0.12], [-0.03, -0.03, -0.11], [-0.09, -0.01, 0.07], [0.04, 0.00, 0.12], [-0.10, 0.00, 0.08], [-0.05, 0.10, -0.10]], "lowdin_charge": [0.64, -0.17, -0.86, 0.55, -0.85, -0.17, 0.53, 0.04, 0.06, 0.06, 0.06, 0.04, 0.06, 0.53, -0.73, -0.18, -0.15, -0.15, -0.17, -0.73, 0.54, 0.08, 0.08, 0.08, 0.08, 0.10, -0.40, -0.04, -0.10, -0.09, -0.17, 0.07, 0.10, -0.04, 0.09, 0.09, 0.09, 0.06, -0.08, -0.31, -0.07, -0.30, -0.05, -0.11, -0.32, -0.03, -0.02, -0.63, -0.06, -0.10, -0.05, 0.06, 0.07, 0.07, 0.09, 0.06, 0.07, 0.07, -0.01, 0.08, 0.05, 0.07, 0.05, 0.04, 0.04, 0.07, 0.06, 0.07, 0.08], "total_charge": -2, "spin_multiplicity": 2, "homo_ha": [-0.019, -0.020], "s2": 0.842, "lumo_energy_ev": [4.654, 4.654], "gap_ev": [5.16, 5.21]}

{"formula": "C52H48GaIN3O3P2S2", "method": "ωB97M-V/def2-TZVPD", "species": ["Ga", "O", "S", "C", "C", "C", "C", "C", "C", "P", "C", "C", "C", "C", "C", "C", "C", "C", "C", "C", "C", "C", "C", "C", "C", "C", "C", "C", "P", "C", "C", "C", "C", "C", "C", "C", "C", "C", "C", "C", "C", "H", "H", "H", "H", "H", "H", "H", "H", "H", "H", "H", "H", "H", "H", "H", "H", "H", "H", "H", "H", "H", "H", "H", "H", "H", "H", "H", "H", "C", "C", "C", "N", "C", "S", "N", "C", "O", "C", "C", "C", "C", "C", "C", "H", "H", "H", "H", "H", "H", "H", "H", "H", "H", "H", "H", "H", "H", "O", "H", "H", "I", "C", "C", "C", "C", "N", "C", "H", "H", "H", "H"], "xyz": [[10.1696, 13.3096, 13.2260], [11.3007, 13.5697, 11.7081], [10.5515, 10.6632, 12.7571], [11.7217, 9.3660, 12.7376], [11.9595, 8.4602, 11.6964], [12.9078, 7.4315, 11.7337], [13.8498, 7.4566, 12.7197], [13.7149, 8.3692, 13.8071], [12.6551, 9.2681, 13.7756], [12.7080, 10.5962, 14.9822], [14.4439, 11.0926, 14.9487], [15.0388, 11.5972, 16.1581], [16.3210, 12.0935, 16.1016], [17.0941, 11.9890, 14.9280], [16.5792, 11.3106, 13.8842], [15.2155, 11.0085, 13.8010], [12.5760, 9.7197, 16.5415], [11.2781, 9.4584, 17.0152], [11.0736, 8.7147, 18.1850], [12.1814, 8.2672, 18.8609], [13.4872, 8.5533, 18.3774], [13.6989, 9.1898, 17.1887], [10.1339, 10.7207, 11.0074], [9.0900, 9.8640, 10.7214], [8.6047, 9.7608, 9.3943], [9.1883, 10.5316, 8.3811], [10.3156, 11.3130, 8.6154], [10.7636, 11.5139, 9.9760], [11.7916, 12.9770, 10.3688], [13.4750, 12.5238, 10.2859], [14.3568, 12.8148, 11.3320], [15.7306, 12.7511, 11.0707], [16.2113, 12.0523, 9.9694], [15.2931, 11.5222, 9.0362], [13.9377, 11.8092, 9.1371], [11.4550, 14.2277, 9.1274], [12.4319, 14.6501, 8.1963], [12.1217, 15.6107, 7.2492], [10.8989, 16.2218, 7.2731], [9.9054, 15.7666, 8.1052], [10.1187, 14.7192, 8.9846], [11.3054, 8.6737, 10.8389], [13.0336, 6.7693, 10.8995], [14.7376, 6.7838, 12.6730], [14.2932, 8.3667, 14.6975], [14.4798, 11.6526, 17.0701], [16.6612, 12.4003, 17.1186], [18.0968, 12.4657, 14.8567], [17.1402, 11.1927, 12.9928], [14.7583, 10.5602, 12.9053], [10.4626, 9.8820, 16.4147], [10.0335, 8.5033, 18.4828], [12.0931, 7.7650, 19.8117], [14.4096, 8.2892, 18.9733], [14.6639, 9.2723, 16.7465], [8.5081, 9.3513, 11.5136], [7.7575, 9.1313, 9.1418], [8.7612, 10.6107, 7.3476], [10.8578, 11.9783, 7.9545], [14.0644, 13.3228, 12.2333], [16.4495, 13.2664, 11.7348], [17.2765, 11.9285, 9.7874], [15.6218, 10.9524, 8.1396], [13.2278, 11.4120, 8.4310], [13.3967, 14.1239, 8.1657], [12.8483, 15.8680, 6.4351], [10.6706, 17.1098, 6.6063], [8.9376, 16.2408, 8.0626], [9.3189, 14.2811, 9.6126], [13.6464, 15.7745, 18.4781], [12.4344, 16.7162, 18.2898], [11.4459, 16.1361, 17.2101], [12.1175, 16.2253, 15.9260], [12.0787, 15.2868, 15.0008], [11.1334, 13.8541, 15.2316], [12.8637, 15.3335, 13.8720], [13.8007, 16.2572, 13.3393], [14.8759, 15.8264, 12.9137], [13.4592, 17.6537, 13.4816], [14.4943, 18.6300, 13.7396], [14.1221, 19.9116, 14.0596], [12.7827, 20.1988, 14.1523], [11.7849, 19.3760, 13.6719], [12.1761, 18.0997, 13.3049], [14.4544, 16.2658, 19.0346], [14.1526, 15.3719, 17.6242], [13.3066, 14.8730, 19.0697], [12.6320, 17.7493, 18.0357], [11.9457, 16.7929, 19.2590], [10.5403, 16.8284, 17.0718], [11.1379, 15.0917, 17.2945], [12.7365, 17.0684, 15.7895], [12.9485, 14.4386, 13.4051], [15.5159, 18.2236, 13.9756], [14.9555, 20.6359, 14.2011], [12.5299, 21.1737, 14.6022], [10.7726, 19.6477, 13.5905], [11.4127, 17.3849, 12.9418], [7.7288, 8.5876, 16.9997], [7.2867, 8.5276, 16.1565], [7.5418, 9.4500, 17.3873], [4.7027, 13.4772, 11.0936], [6.3443, 14.3998, 12.1556], [6.2419, 15.6966, 12.5920], [7.3575, 16.3748, 13.0617], [8.5490, 15.6780, 13.2878], [8.5723, 14.3225, 13.0232], [7.5166, 13.7052, 12.4104], [5.3198, 16.2251, 12.5126], [7.2430, 17.3636, 13.5133], [9.4979, 16.0974, 13.7568], [7.5069, 12.6631, 12.1931]], "forces_ev_per_angstrom": [[2.87, -0.84, -0.65], [-0.37, 0.25, 1.29], [-1.44, 1.51, -0.23], [3.73, -1.73, 0.28], [-2.29, 0.91, -0.88], [-0.15, 1.48, -0.49], [1.45, -0.20, 2.11], [-1.63, -1.18, -2.04], [0.20, 0.64, 0.36], [-0.65, 0.54, 0.36], [0.37, 0.57, 0.97], [-0.32, 0.14, -2.22], [0.07, -0.18, 1.50], [1.15, 1.00, 1.85], [-1.30, 0.47, -1.72], [-0.24, -0.99, 0.65], [-0.57, -0.52, 0.13], [0.61, 0.50, -0.28], [-0.86, 0.22, -0.97], [1.36, 0.48, 0.27], [0.72, -0.95, 1.62], [-1.38, 0.16, -0.12], [0.20, 0.83, -0.38], [-1.50, -0.39, -1.25], [0.54, 0.74, 0.07], [0.03, -0.03, -1.31], [0.60, 1.08, 3.17], [-1.38, -0.98, 0.03], [-1.00, -0.55, -1.29], [0.95, -1.07, 0.51], [0.59, 1.20, -1.40], [0.70, -0.21, 0.35], [-0.71, -0.02, -0.51], [0.00, -0.06, -0.72], [0.28, 0.27, 1.39], [-0.61, 0.07, -0.96], [0.00, -1.03, 0.52], [1.51, 0.08, -1.11], [-0.54, 1.81, -1.20], [-0.97, -0.33, 0.72], [1.12, -0.36, 0.82], [0.54, -1.02, 0.00], [-0.21, -0.17, -0.28], [-0.96, 0.46, 0.16], [0.90, -0.17, 0.20], [-0.18, -0.07, 0.29], [0.43, 0.28, -1.32], [-0.74, -0.75, 0.27], [0.67, -0.18, -0.62], [0.57, 0.32, 0.35], [0.01, -0.33, 0.51], [0.76, 0.02, 0.04], [-0.10, -0.16, 0.02], [-1.36, -0.10, -0.61], [0.62, 0.17, 0.11], [0.85, 0.18, -0.48], [0.05, 0.10, 0.22], [0.35, -0.61, 1.12], [-0.67, -0.33, -0.82], [-0.25, 0.02, 0.12], [-0.63, -0.60, -0.22], [-0.20, 0.11, 0.13], [-0.06, 0.43, 0.92], [-0.02, 0.10, -0.33], [-0.36, 0.56, 0.12], [-0.62, -0.19, 1.11], [0.38, -1.36, 0.73], [-0.19, -0.06, -0.04], [0.40, 0.50, -0.45], [-0.32, -0.27, 1.50], [-0.53, -1.61, -0.44], [-0.93, 2.00, 0.34], [1.18, 0.10, -1.38], [1.32, 1.32, -0.83], [-0.51, -0.61, 0.26], [-1.02, -1.03, 0.04], [3.05, -0.32, 0.03], [-2.48, 0.47, 0.56], [1.72, 1.81, -0.22], [-0.02, -2.65, 0.90], [1.78, -0.05, -0.25], [-0.86, 2.48, 0.37], [1.50, -0.91, 0.06], [-1.79, -0.82, -0.06], [-0.38, -0.08, 0.15], [-0.09, 0.02, -1.05], [0.40, 1.00, -0.49], [0.49, 0.21, -0.36], [-0.32, -0.14, -0.08], [0.94, -1.15, 0.72], [-0.01, 0.38, 0.75], [-0.74, -1.31, -0.07], [-0.03, -0.04, 0.17], [-0.96, 0.72, -0.84], [-1.12, -0.37, 0.36], [-0.07, -0.45, -0.53], [-1.00, 0.57, 0.09], [0.42, 0.42, 0.17], [0.59, 0.08, 0.43], [-0.34, 0.12, -0.20], [-0.25, -0.16, -0.20], [1.09, 0.47, 0.77], [-0.71, -1.15, -0.75], [0.48, 0.70, -0.30], [0.89, -0.22, 1.57], [0.17, -0.83, 0.24], [-0.89, 0.37, -0.98], [-0.55, 1.49, 0.51], [-0.58, 0.28, -0.04], [0.18, -0.11, -0.64], [-1.57, -0.46, -0.70], [0.69, -0.75, -0.07]], "lowdin_charge": [0.38, -0.35, 0.96, -0.48, -0.05, -0.04, -0.02, -0.05, -0.40, 1.04, -0.37, -0.11, -0.06, -0.06, -0.09, -0.10, -0.38, -0.09, -0.07, -0.05, -0.05, -0.12, -0.51, -0.11, -0.02, -0.04, -0.04, -0.22, 0.89, -0.29, -0.07, -0.06, -0.02, -0.04, -0.07, -0.27, -0.05, -0.06, -0.06, -0.07, -0.06, 0.10, 0.12, 0.14, 0.10, 0.10, 0.13, 0.13, 0.10, 0.11, 0.09, 0.11, 0.11, 0.14, 0.09, 0.13, 0.12, 0.14, 0.11, 0.08, 0.13, 0.13, 0.13, 0.11, 0.11, 0.14, 0.15, 0.11, 0.11, -0.09, -0.19, -0.17, 0.04, -0.63, 0.83, 0.12, -0.36, 0.13, -0.19, 0.03, -0.06, -0.06, -0.04, -0.06, 0.09, 0.05, 0.10, 0.10, 0.12, 0.15, 0.07, 0.19, 0.09, 0.15, 0.14, 0.13, 0.10, 0.11, -0.05, 0.03, 0.04, 0.96, -0.62, -0.07, 0.01, -0.04, -0.04, -0.13, 0.12, 0.14, 0.13, 0.10], "total_charge": 3, "de_lowest_ev": 0.000, "homo_ha": [-0.521, -0.521], "lumo_energy_ev": [-9.233, -9.232], "gap_ev": [4.94, 4.94]}

{"formula": "H4O2", "method": "ωB97M-V/def2-TZVPD", "species": ["O", "H", "H", "O", "H", "H"], "xyz": [[1.7614, 0.1863, -0.5819], [0.9843, 0.2096, -0.0066], [1.3916, 0.2177, -1.4697], [-1.1061, -0.2727, 0.4163], [-1.0667, -0.4859, 1.3562], [-1.9645, 0.1450, 0.2859]], "forces_ev_per_angstrom": [[-0.05, 0.07, 0.09], [0.00, -0.05, -0.21], [0.02, -0.03, 0.05], [0.01, 0.02, 0.15], [-0.07, -0.01, -0.11], [0.10, -0.01, 0.02]], "lowdin_charge": [-0.07, 0.00, 0.03, -0.05, 0.05, 0.05], "total_charge": 0, "de_lowest_ev": 0.063, "homo_ha": -0.404, "lumo_energy_ev": 0.630, "gap_ev": 11.61, "smiles": "O.O"}

no.,energy (a.u.)
1,-2901.16941
2,-6100.99242
3,-152.87261